(1)
Molecular formula: C36H64F4I2InN8SbSi2
Method: DFT, the ωB97M-V functional and the def2-TZVPD basis

Results
ΔE to the lowest compared entry with this formula, charge and spin in eV: 1.096
F_max in eV/Å: 2.4
Energy in hartree: -3852.363540
Spin multiplicity: 1
HOMO level in eV: -6.486

Last column: Mulliken charge in e.
Element x y z (Å)
1 In -0.21 0.47 0.52  1.07
2 C -4.34 -1.61 0.30  -0.92
3 C -3.55 -2.71 -0.39  -0.96
4 N -2.31 -2.99 0.31  1.22
5 C -2.51 -3.62 1.62  -1.12
6 C -2.22 -2.67 2.79  -0.65
7 C -1.32 -3.64 -0.52  -2.05
8 C -0.14 -2.71 -0.88  0.64
9 N 0.50 -2.07 0.24  0.24
10 C 0.95 -2.81 1.26  0.92
11 C 1.21 -2.18 2.50  -0.52
12 F 1.00 -0.83 2.60  -0.38
13 C 1.63 -2.86 3.63  -0.04
14 F 1.79 -2.19 4.77  -0.36
15 C 1.84 -4.22 3.61  -0.75
16 C 1.65 -4.87 2.40  0.22
17 F 1.84 -6.20 2.32  -0.37
18 C 1.25 -4.20 1.26  0.39
19 F 1.22 -4.91 0.10  -0.50
20 H -5.11 -1.22 -0.37  0.57
21 H -3.66 -0.81 0.58  -0.12
22 H -4.84 -1.98 1.19  0.41
23 H -3.29 -2.38 -1.40  0.48
24 H -4.17 -3.62 -0.49  0.26
25 H -1.84 -4.48 1.72  0.54
26 H -3.54 -3.99 1.70  0.57
27 H -1.51 -1.90 2.47  -0.25
28 H -1.79 -3.21 3.63  0.48
29 H -3.12 -2.18 3.14  0.27
30 H -1.76 -3.98 -1.47  0.56
31 H -0.94 -4.53 -0.02  0.59
32 H -0.52 -1.90 -1.52  -0.30
33 H 0.56 -3.30 -1.48  -0.31
34 H 2.19 -4.75 4.47  0.51
35 C 3.01 4.60 -1.08  -1.44
36 Si 2.32 3.77 0.52  0.21
37 C 2.55 5.07 1.89  -1.13
38 C 3.31 2.17 0.87  -0.46
39 N 0.70 3.20 0.58  0.72
40 C -0.42 3.84 0.45  -0.40
41 C -0.57 5.06 -0.29  -0.32
42 C -1.76 5.70 -0.39  -0.70
43 C -2.93 5.16 0.21  -0.84
44 C -2.85 4.01 0.94  -0.72
45 C -1.61 3.34 1.16  0.87
46 N -1.44 2.36 1.99  -0.05
47 Si -2.36 2.05 3.43  -0.23
48 C -3.80 0.82 3.12  -0.22
49 C -3.10 3.68 4.10  -1.11
50 C -1.10 1.32 4.66  -0.76
51 H 2.99 5.68 -0.99  0.43
52 H 2.46 4.33 -1.98  0.31
53 H 4.05 4.31 -1.23  0.50
54 H 3.52 5.55 1.82  0.34
55 H 2.46 4.63 2.87  0.32
56 H 1.79 5.84 1.80  0.33
57 H 4.19 2.36 1.47  0.46
58 H 3.64 1.71 -0.06  -0.23
59 H 2.68 1.46 1.41  -0.06
60 H 0.31 5.43 -0.78  0.33
61 H -1.84 6.62 -0.95  0.40
62 H -3.88 5.65 0.08  0.43
63 H -3.72 3.56 1.39  0.50
64 H -4.54 1.23 2.44  0.36
65 H -4.30 0.57 4.04  0.49
66 H -3.40 -0.09 2.68  -0.61
67 H -4.10 3.86 3.73  0.33
68 H -2.48 4.53 3.80  0.34
69 H -3.15 3.68 5.18  0.45
70 H -0.61 0.45 4.24  0.05
71 H -1.59 1.02 5.58  0.40
72 H -0.34 2.05 4.91  0.29
73 C 5.80 -0.46 -4.12  -1.19
74 C 5.24 0.35 -2.96  -0.78
75 Sb 3.24 -0.21 -2.28  0.50
76 C 2.08 1.33 -3.33  1.45
77 C 2.62 1.65 -4.71  -1.48
78 C 2.72 -1.77 -3.69  -0.44
79 C 3.12 -3.16 -3.25  -1.18
80 H 6.81 -0.14 -4.34  0.41
81 H 5.21 -0.33 -5.02  0.27
82 H 5.84 -1.52 -3.88  0.27
83 H 5.19 1.40 -3.23  0.43
84 H 5.91 0.28 -2.10  0.58
85 H 2.06 2.20 -2.69  -0.42
86 H 1.07 0.93 -3.40  -0.89
87 H 3.65 2.00 -4.67  0.36
88 H 2.03 2.45 -5.16  0.43
89 H 2.56 0.79 -5.38  0.36
90 H 3.19 -1.52 -4.64  0.51
91 H 1.63 -1.70 -3.83  0.38
92 H 4.19 -3.22 -3.06  0.24
93 H 2.87 -3.89 -4.02  0.44
94 H 2.60 -3.45 -2.33  0.03
95 I 4.04 -1.51 -0.09  0.18
96 I 5.16 -3.04 2.12  -0.43
97 C -1.81 0.28 -2.85  1.57
98 N -1.96 1.40 -1.92  0.81
99 C -3.40 1.60 -1.71  -0.10
100 N -4.11 1.85 -2.95  0.14
101 C -3.90 0.71 -3.84  -0.72
102 N -2.48 0.49 -4.12  0.17
103 C -1.94 1.70 -4.72  -0.61
104 N -2.11 2.86 -3.85  0.22
105 C -1.44 2.60 -2.59  0.57
106 C -3.53 3.03 -3.59  -0.74
107 H -2.21 -0.62 -2.37  -0.87
108 H -0.74 0.12 -3.04  -1.15
109 H -3.54 2.44 -1.03  0.13
110 H -3.80 0.69 -1.25  -0.45
111 H -4.42 0.89 -4.79  0.35
112 H -4.31 -0.19 -3.37  0.32
113 H -2.44 1.89 -5.67  0.37
114 H -0.87 1.55 -4.90  0.22
115 H -1.59 3.46 -1.93  -0.29
116 H -0.38 2.47 -2.76  -0.66
117 H -4.05 3.22 -4.53  0.39
118 H -3.67 3.89 -2.92  0.35

(2)
Molecular formula: C21H27AuN3O2S2Si
Method: DFT, the ωB97M-V functional and the def2-TZVPD basis

Results
ΔE to the lowest compared entry with this formula, charge and spin in eV: 0.933
Total charge: +1
F_max in eV/Å: 2.9
Energy in hartree: -2352.497103
Spin multiplicity: 3
HOMO level (alpha / beta) in eV: -10.978 / -11.660

Last column: Mulliken spin population.
Element x y z (Å)
1 Au 1.21 -0.73 0.00  0.05
2 S 1.43 -2.99 0.40  0.45
3 C 2.12 -3.00 1.90  -0.07
4 N 2.31 -1.86 2.64  0.23
5 C 2.97 -2.01 3.76  0.05
6 C 3.05 -1.01 4.73  0.09
7 C 3.69 -1.33 5.91  -0.05
8 C 4.17 -2.65 6.11  0.17
9 C 4.03 -3.62 5.19  -0.06
10 C 3.39 -3.34 4.00  0.18
11 S 2.72 -4.38 2.77  -0.02
12 H 2.72 0.01 4.55  0.00
13 H 3.80 -0.67 6.72  0.00
14 H 4.64 -2.79 7.09  0.01
15 H 4.42 -4.52 5.45  0.00
16 O -1.98 -1.42 -0.68  0.00
17 C -2.27 -0.88 -1.71  0.00
18 O -1.45 -0.60 -2.65  0.00
19 C -3.69 -0.52 -2.17  0.00
20 N -3.59 -0.08 -3.59  0.00
21 C -4.17 -1.17 -4.46  0.00
22 C -4.47 -2.34 -3.56  0.00
23 C -4.69 -1.70 -2.26  0.00
24 H -4.03 0.29 -1.49  0.00
25 H -2.14 -0.16 -3.39  0.00
26 H -3.99 0.81 -3.79  0.00
27 H -3.42 -1.51 -5.24  0.00
28 H -5.08 -0.80 -4.95  0.00
29 H -3.60 -3.01 -3.50  0.00
30 H -5.38 -2.91 -3.95  0.00
31 H -4.52 -2.32 -1.34  0.00
32 H -5.72 -1.38 -2.28  0.00
33 C 1.05 2.65 2.05  0.01
34 Si -0.27 1.95 1.05  -0.03
35 C -1.19 0.59 1.97  0.01
36 C -1.52 3.12 0.21  0.01
37 N 0.70 1.23 -0.36  0.48
38 C 1.25 1.72 -1.46  0.11
39 C 1.82 0.94 -2.43  0.14
40 C 2.70 1.40 -3.35  -0.05
41 C 2.92 2.75 -3.38  0.23
42 C 2.29 3.58 -2.45  -0.07
43 C 1.45 3.11 -1.54  0.12
44 H 0.66 3.00 3.01  0.00
45 H 1.49 3.50 1.57  0.00
46 H 1.83 1.91 2.27  0.00
47 H -1.66 0.91 2.93  0.00
48 H -0.41 -0.12 2.32  0.00
49 H -1.73 -0.04 1.34  0.00
50 H -1.15 4.00 -0.37  0.00
51 H -2.18 3.52 1.02  0.00
52 H -2.11 2.61 -0.51  0.00
53 H 1.57 -0.06 -2.54  0.00
54 H 3.16 0.75 -4.06  0.00
55 H 3.48 3.20 -4.15  0.01
56 H 2.52 4.63 -2.45  0.00
57 H 0.86 3.72 -0.89  0.01

(3)
Molecular formula: C5H6NP
Method: DFT, the ωB97M-V functional and the def2-TZVPD basis

Results
ΔE to the lowest compared entry with this formula, charge and spin in eV: 0.673
F_max in eV/Å: 4.1
Energy in hartree: -590.018858
Spin multiplicity: 3
HOMO level (alpha / beta) in eV: -7.631 / -9.274

Last column: Mulliken spin population.
Element x y z (Å)
1 C 2.73 -0.54 0.05  -0.02
2 C 2.63 0.83 0.04  0.02
3 C 1.67 -1.37 -0.15  0.03
4 C 0.11 0.24 -0.29  0.80
5 C -3.16 0.65 -0.09  0.86
6 N 0.46 -0.95 -0.23  0.10
7 P 1.09 1.70 -0.08  0.06
8 H 3.68 -0.86 0.09  0.00
9 H 3.63 1.29 0.13  0.02
10 H 1.73 -2.39 -0.23  -0.01
11 H -3.52 0.31 -0.99  0.05
12 H -3.15 1.78 -0.02  0.04
13 H -3.42 0.18 0.77  0.06

(4)
Molecular formula: C9H8F9N2O5Ru
Method: DFT, the ωB97M-V functional and the def2-TZVPD basis

Results
ΔE to the lowest compared entry with this formula, charge and spin in eV: 0.298
Total charge: +1
F_max in eV/Å: 1.9
Energy in hartree: -1826.852975
Spin multiplicity: 1
HOMO level (alpha / beta) in eV: -13.155 / -13.153

Last column: Mulliken charge in e.
Element x y z (Å)
1 Ru 0.60 -0.74 -0.32  0.28
2 N 1.38 1.24 3.80  -0.22
3 C 0.74 -0.10 3.65  -0.61
4 C 0.92 -0.50 2.18  1.13
5 O 1.72 0.22 1.53  -0.69
6 O 0.31 -1.43 1.59  -0.56
7 H 0.69 1.99 3.84  0.37
8 H 1.96 1.36 2.92  0.34
9 H 1.97 1.30 4.63  0.37
10 H -0.31 -0.05 3.93  0.35
11 H 1.25 -0.81 4.30  0.32
12 C -0.51 -4.65 -1.69  -0.66
13 O 0.49 -3.62 -1.39  -0.32
14 C 0.06 -2.51 -0.93  1.03
15 O -1.07 -2.11 -0.69  -0.36
16 H 0.01 -5.59 -1.54  0.26
17 H -0.81 -4.52 -2.73  0.30
18 H -1.36 -4.54 -1.02  0.34
19 N 3.40 -1.19 -1.56  -0.48
20 C 2.40 -1.03 -1.01  0.10
21 F -2.65 0.28 -1.49  -0.23
22 C -2.38 1.52 -1.07  0.58
23 F -2.84 1.65 0.18  -0.23
24 F -3.02 2.39 -1.85  -0.24
25 C -0.83 1.74 -1.10  1.30
26 O -0.28 1.02 -0.08  -0.84
27 C -0.48 3.24 -0.86  0.45
28 F -1.17 3.71 0.18  -0.24
29 F 0.82 3.38 -0.59  -0.22
30 F -0.78 3.97 -1.94  -0.24
31 C -0.21 1.26 -2.43  0.24
32 F -0.07 -0.12 -2.34  -0.19
33 F -0.93 1.53 -3.50  -0.23
34 F 1.02 1.72 -2.60  -0.23

Q: spin multiplicity of number 4 (C9H8F9N2O5Ru)?
A: 1

What did the second record say?
Molecular formula: C21H27AuN3O2S2Si
Method: DFT, the ωB97M-V functional and the def2-TZVPD basis

Results
ΔE to the lowest compared entry with this formula, charge and spin in eV: 0.933
Total charge: +1
F_max in eV/Å: 2.9
Energy in hartree: -2352.497103
Spin multiplicity: 3
HOMO level (alpha / beta) in eV: -10.978 / -11.660

Last column: Mulliken spin population.
Element x y z (Å)
1 Au 1.21 -0.73 0.00  0.05
2 S 1.43 -2.99 0.40  0.45
3 C 2.12 -3.00 1.90  -0.07
4 N 2.31 -1.86 2.64  0.23
5 C 2.97 -2.01 3.76  0.05
6 C 3.05 -1.01 4.73  0.09
7 C 3.69 -1.33 5.91  -0.05
8 C 4.17 -2.65 6.11  0.17
9 C 4.03 -3.62 5.19  -0.06
10 C 3.39 -3.34 4.00  0.18
11 S 2.72 -4.38 2.77  -0.02
12 H 2.72 0.01 4.55  0.00
13 H 3.80 -0.67 6.72  0.00
14 H 4.64 -2.79 7.09  0.01
15 H 4.42 -4.52 5.45  0.00
16 O -1.98 -1.42 -0.68  0.00
17 C -2.27 -0.88 -1.71  0.00
18 O -1.45 -0.60 -2.65  0.00
19 C -3.69 -0.52 -2.17  0.00
20 N -3.59 -0.08 -3.59  0.00
21 C -4.17 -1.17 -4.46  0.00
22 C -4.47 -2.34 -3.56  0.00
23 C -4.69 -1.70 -2.26  0.00
24 H -4.03 0.29 -1.49  0.00
25 H -2.14 -0.16 -3.39  0.00
26 H -3.99 0.81 -3.79  0.00
27 H -3.42 -1.51 -5.24  0.00
28 H -5.08 -0.80 -4.95  0.00
29 H -3.60 -3.01 -3.50  0.00
30 H -5.38 -2.91 -3.95  0.00
31 H -4.52 -2.32 -1.34  0.00
32 H -5.72 -1.38 -2.28  0.00
33 C 1.05 2.65 2.05  0.01
34 Si -0.27 1.95 1.05  -0.03
35 C -1.19 0.59 1.97  0.01
36 C -1.52 3.12 0.21  0.01
37 N 0.70 1.23 -0.36  0.48
38 C 1.25 1.72 -1.46  0.11
39 C 1.82 0.94 -2.43  0.14
40 C 2.70 1.40 -3.35  -0.05
41 C 2.92 2.75 -3.38  0.23
42 C 2.29 3.58 -2.45  -0.07
43 C 1.45 3.11 -1.54  0.12
44 H 0.66 3.00 3.01  0.00
45 H 1.49 3.50 1.57  0.00
46 H 1.83 1.91 2.27  0.00
47 H -1.66 0.91 2.93  0.00
48 H -0.41 -0.12 2.32  0.00
49 H -1.73 -0.04 1.34  0.00
50 H -1.15 4.00 -0.37  0.00
51 H -2.18 3.52 1.02  0.00
52 H -2.11 2.61 -0.51  0.00
53 H 1.57 -0.06 -2.54  0.00
54 H 3.16 0.75 -4.06  0.00
55 H 3.48 3.20 -4.15  0.01
56 H 2.52 4.63 -2.45  0.00
57 H 0.86 3.72 -0.89  0.01

Please write out number 3 again, unchanged.
Molecular formula: C5H6NP
Method: DFT, the ωB97M-V functional and the def2-TZVPD basis

Results
ΔE to the lowest compared entry with this formula, charge and spin in eV: 0.673
F_max in eV/Å: 4.1
Energy in hartree: -590.018858
Spin multiplicity: 3
HOMO level (alpha / beta) in eV: -7.631 / -9.274

Last column: Mulliken spin population.
Element x y z (Å)
1 C 2.73 -0.54 0.05  -0.02
2 C 2.63 0.83 0.04  0.02
3 C 1.67 -1.37 -0.15  0.03
4 C 0.11 0.24 -0.29  0.80
5 C -3.16 0.65 -0.09  0.86
6 N 0.46 -0.95 -0.23  0.10
7 P 1.09 1.70 -0.08  0.06
8 H 3.68 -0.86 0.09  0.00
9 H 3.63 1.29 0.13  0.02
10 H 1.73 -2.39 -0.23  -0.01
11 H -3.52 0.31 -0.99  0.05
12 H -3.15 1.78 -0.02  0.04
13 H -3.42 0.18 0.77  0.06